Entry 1:
Computed, not measured: a molecular structure, C26H48B2BrCl5F3K2MgN7O17P2 in a non-equilibrium geometry, with the ωB97M-V functional and the def2-TZVPD basis.

```
! RIJCOSX wB97M-V def2-TZVPD def2/J DEFGRID3
* xyz 2 1
C -0.42 -4.82 4.29
C -1.38 -3.76 3.78
N -1.51 -3.79 2.31
N -0.91 -2.74 1.62
C -1.31 -1.52 1.57
C -2.56 -1.05 2.19
C -3.79 -1.76 1.51
O -3.78 -1.99 0.34
N -4.90 -2.16 2.34
C -4.86 -3.63 2.57
C -6.24 -1.91 1.70
C -0.40 -0.61 0.85
C -1.17 0.06 -0.31
B -0.20 0.95 -1.25
O 0.66 0.28 -2.09
O -0.19 2.29 -1.26
B -0.04 0.47 2.05
O 0.19 -0.21 3.24
O 0.01 1.79 1.96
C 0.76 -1.57 0.39
P 2.41 -0.85 0.64
O 2.34 0.49 0.04
O 2.91 -0.79 2.14
O 3.42 -1.80 -0.10
C 0.28 -3.01 0.75
C -0.52 -3.48 -0.53
P 0.25 -4.23 -1.98
O -0.29 -3.60 -3.18
O 1.83 -4.15 -1.91
O -0.24 -5.82 -1.92
C 1.22 -4.12 1.18
C 0.84 -5.43 1.03
C 1.69 -6.49 1.33
N 2.93 -6.31 1.78
C 3.29 -5.04 1.97
C 2.50 -3.92 1.72
H -0.19 -4.56 5.32
H -0.86 -5.80 4.33
H 0.47 -4.78 3.69
H -2.36 -3.99 4.18
H -1.13 -2.78 4.16
H -2.46 -3.95 2.00
H -2.67 0.01 2.03
H -2.63 -1.30 3.24
H -4.33 -3.87 3.48
H -4.40 -4.14 1.73
H -5.86 -4.02 2.63
H -6.43 -0.87 1.51
H -6.34 -2.52 0.81
H -6.98 -2.22 2.42
H -1.73 -0.65 -0.91
H -1.90 0.75 0.13
H 1.57 0.37 -1.77
H -0.78 2.71 -0.63
H 0.81 0.27 3.80
H -0.77 2.42 2.25
H 0.76 -1.50 -0.70
H 3.03 0.14 2.39
H 4.26 -1.90 0.37
H -1.28 -4.21 -0.26
H -1.05 -2.62 -0.92
H 2.27 -4.97 -2.18
H 0.47 -6.43 -1.61
H -0.12 -5.72 0.64
H 1.28 -7.47 1.11
H 4.29 -4.89 2.34
H 2.89 -2.95 1.92
Cl -2.44 -2.28 -7.16
C -0.71 -2.35 -6.73
C -0.07 -0.99 -6.76
Cl 0.05 -0.33 -8.41
H -0.23 -3.04 -7.41
H -0.65 -2.76 -5.72
H 0.95 -1.06 -6.37
H -0.62 -0.27 -6.16
C 1.79 4.93 1.71
C 2.59 5.60 2.79
O 2.80 7.03 2.50
C 1.72 7.83 2.70
O 0.66 7.48 3.09
C 2.06 9.30 2.39
F 2.69 9.38 1.20
F 2.90 9.78 3.32
F 0.97 10.03 2.35
H 2.27 5.07 0.74
H 1.72 3.86 1.92
H 0.79 5.33 1.65
H 3.60 5.18 2.85
H 2.13 5.50 3.77
N -1.14 3.30 3.90
O -0.07 3.79 4.23
O -1.44 3.26 2.64
O -1.93 2.81 4.70
K -5.32 0.74 1.27
C 2.51 3.25 -8.58
O 1.40 3.59 -8.25
N 2.83 1.95 -8.89
N 3.55 4.14 -8.68
H 3.75 1.66 -9.16
H 2.09 1.28 -8.84
H 3.36 5.10 -8.47
H 4.48 3.88 -8.96
Cl -1.89 6.15 0.78
C -0.93 7.40 -0.05
C -0.57 6.99 -1.46
Cl 0.56 5.61 -1.40
H -0.03 7.57 0.53
H -1.52 8.31 -0.06
H -0.08 7.81 -1.98
H -1.45 6.69 -2.04
Cl -0.10 -8.08 -0.39
K 2.00 -5.76 4.65
Br -0.54 -6.70 -3.94
Mg 4.85 7.68 1.88
*
```

Calculated total energy ... -9988.40789 Ha
Kohn-Sham gap ... 0.89 eV
LUMO energy ... -8.2 eV

---

Entry 2:
Computed, not measured: a single C6H14O2 molecule in a non-equilibrium geometry, with the ωB97M-V functional and the def2-TZVPD basis.

```
! RIJCOSX wB97M-V def2-TZVPD def2/J DEFGRID3
* xyz 0 1
C 0.87 -2.12 -0.93
C 1.19 -1.00 0.09
C 1.66 -1.63 1.32
C -0.02 1.08 -0.40
C -0.78 0.97 -1.74
C -0.91 1.91 0.49
H 0.43 -1.71 -1.82
H 1.84 -2.64 -1.21
H 0.16 -2.78 -0.50
H 1.94 -0.30 -0.41
H 2.00 -1.01 2.18
H 2.60 -2.31 1.16
H 0.77 -2.36 1.47
H 0.93 1.51 -0.59
H -1.56 1.58 -2.01
H -0.20 0.93 -2.58
H -1.41 0.01 -1.67
H -0.41 2.39 1.37
H -1.23 2.85 -0.01
H -1.94 0.95 1.93
O 0.03 -0.23 0.20
O -2.03 1.17 1.02
*
```

Calculated total energy ... -387.40749 Ha
Structure (SMILES) ... CC(C)O[C@@H](C)CO
Kohn-Sham gap ... 10.46 eV
LUMO energy ... 1.0 eV

---

ΔE to the lowest compared entry with this formula, charge and spin per entry: 0.000, 2.722 eV